The following is a DFT calculation (ωB97M-V/def2-TZVPD) of a cluster of 7 separate species, C29H74ClN6O10 in total at a distorted geometry.

Structure (ORCA input):
```
! RIJCOSX wB97M-V def2-TZVPD def2/J DEFGRID3
* xyz -1 1
Cl -6.0460 10.9327 -3.1380
O -7.2790 10.2616 -2.8601
O -4.9672 9.9909 -3.0085
O -6.1255 11.4870 -4.4636
O -5.7827 11.9695 -2.1629
C -1.7903 7.7175 -1.6985
C -1.2560 8.7438 -2.7171
C 0.1720 8.4579 -3.1419
O 0.5445 9.5015 -4.0527
C 1.9392 9.4172 -4.3719
N -2.2207 8.9142 -3.8137
H -0.9945 7.3521 -1.0348
H -2.0123 6.7996 -2.2534
H -2.6419 8.0495 -1.1117
H -1.1367 9.6870 -2.1726
H 0.3345 7.4793 -3.6186
H 0.8690 8.4283 -2.2954
H 2.2759 10.4123 -4.6557
H 1.9937 8.7949 -5.2707
H 2.5210 8.9611 -3.5700
H -2.4691 7.9460 -4.0212
H -3.0475 9.2490 -3.3106
C -9.5217 7.4249 -6.3673
C -8.9168 6.7952 -5.1066
C -7.5733 6.0777 -5.3948
O -7.8244 5.0401 -6.3229
C -6.7587 4.6901 -7.1533
N -8.7787 7.7955 -4.0609
H -8.8734 8.2388 -6.7008
H -10.5049 7.8626 -6.1637
H -9.7774 6.7341 -7.1730
H -9.6219 6.0585 -4.7114
H -7.0961 5.7385 -4.4742
H -6.8612 6.7678 -5.8530
H -6.8747 3.6581 -7.4983
H -5.8364 4.5525 -6.5710
H -6.6442 5.3828 -7.9890
H -8.7297 8.7505 -4.3849
H -9.4865 7.6763 -3.3554
C -2.3067 13.5356 -3.0326
C -2.2010 12.5998 -4.2039
C -2.5470 13.2721 -5.5126
O -2.5083 12.3578 -6.5970
C -3.2031 12.8925 -7.6996
N -0.9813 11.7824 -4.1927
H -3.1684 14.2029 -3.0783
H -1.4045 14.1598 -2.9832
H -2.3060 12.9306 -2.1246
H -3.0239 11.8767 -4.1199
H -1.8137 14.0841 -5.6551
H -3.5536 13.6912 -5.4289
H -3.1209 12.2229 -8.5575
H -2.7091 13.8293 -7.9859
H -4.2673 12.9941 -7.4612
H -0.1684 12.3418 -4.4729
H -0.7296 11.7248 -3.2046
C -5.1563 8.7433 -7.5341
C -3.6327 8.8549 -7.0644
C -2.8329 9.1986 -8.3344
O -1.6285 9.9060 -8.0911
C -0.8293 9.8976 -9.2425
N -3.6689 9.9665 -6.1363
H -5.5193 9.6676 -7.9802
H -5.8053 8.6107 -6.6704
H -5.2322 7.9218 -8.2589
H -3.3382 7.9235 -6.5862
H -3.4002 9.8194 -9.0500
H -2.7106 8.3327 -9.0023
H -1.2985 10.4454 -10.0665
H -0.5829 8.9034 -9.6459
H 0.1714 10.2425 -8.9790
H -4.2482 9.7263 -5.3399
H -4.1484 10.7744 -6.5036
C -7.1802 5.1747 -1.6683
C -6.6133 6.5354 -1.2565
C -5.4779 6.4563 -0.2289
O -5.8715 5.9559 1.0274
C -6.7281 6.7797 1.7728
N -6.0275 7.2608 -2.4004
H -7.8898 5.2139 -2.5031
H -7.9931 4.8909 -0.9805
H -6.5450 4.2958 -1.7450
H -7.4222 7.1615 -0.8628
H -4.9736 7.4306 -0.1296
H -4.6012 5.8888 -0.5545
H -6.4993 7.8457 1.6775
H -6.8215 6.4007 2.7875
H -7.7556 6.7396 1.3801
H -6.8553 7.3677 -2.9960
H -5.9307 8.2382 -2.1240
C -7.8348 11.8904 -7.4194
C -8.9201 12.0762 -8.4785
C -9.3689 13.5191 -8.7448
C -8.4294 14.1837 -9.7924
C -8.4570 13.4219 -11.0823
C -8.0477 11.9464 -10.9611
N -8.6776 11.3983 -9.7609
O -8.3154 10.0303 -9.5953
C -8.5871 11.1990 -12.2014
C -6.5225 11.8582 -10.8768
C -10.2430 11.3950 -8.0030
H -7.7286 10.8319 -7.2108
H -7.9424 12.4264 -6.4735
H -6.9566 12.4173 -7.8043
H -10.3920 13.6186 -9.0998
H -9.1426 14.0883 -7.8411
H -7.4327 14.0949 -9.3499
H -8.6013 15.2419 -9.9924
H -7.7189 13.9482 -11.7024
H -9.3603 13.4952 -11.6951
H -8.2509 10.1640 -12.1589
H -9.6685 11.3211 -12.1844
H -8.1469 11.6377 -13.0982
H -6.1544 12.4456 -10.0343
H -6.1893 10.8331 -10.6934
H -6.0041 12.1462 -11.7940
H -10.6482 11.7562 -7.0526
H -10.0485 10.3524 -7.7131
H -11.0584 11.3491 -8.7248
H -9.1841 9.6540 -9.4049
*
```

Calculated values
E_HOMO: -4.923 eV
ΔE to the lowest compared entry with this formula, charge and spin: 3.125 eV
Energy: -73199.5673 eV
HOMO-LUMO gap: 7.32 eV

Here are the Mulliken charges for atoms 1 to 4, given in e: 1.831 -0.732 -0.784 -0.600